# 1
{"formula": "C22H33IN7O3SSiV", "method": "ωB97M-V with the def2-TZVPD basis set", "energy_ha": -3396.74810, "relative_energy_kcal_mol": 14.5, "total_charge": -1, "spin_multiplicity": 4, "e_homo_ev": [-5.17, -5.56], "s2": 3.760, "symbols": ["V", "N", "C", "C", "N", "C", "C", "N", "H", "H", "H", "H", "H", "H", "H", "H", "H", "H", "H", "H", "H", "I", "C", "Si", "C", "C", "N", "C", "C", "C", "C", "C", "C", "H", "H", "H", "H", "H", "H", "H", "H", "H", "H", "H", "H", "H", "H", "O", "S", "O", "O", "C", "N", "C", "C", "C", "N", "C", "C", "C", "N", "C", "C", "H", "H", "H", "H", "H", "H"], "positions_angstrom": [[1.42100, -0.28266, -0.62785], [0.72687, 1.65545, 0.40098], [1.13621, 2.21118, 1.69441], [0.46751, 1.45384, 2.83930], [0.57989, 0.01446, 2.73745], [1.76319, -0.60815, 3.28205], [2.98822, -0.53940, 2.37827], [2.75734, -1.12412, 1.04840], [1.02172, 2.23356, -0.38516], [-0.28891, 1.63591, 0.36209], [0.87075, 3.26950, 1.78782], [2.22309, 2.15827, 1.76757], [-0.59780, 1.69926, 2.82867], [0.86883, 1.83994, 3.78984], [-0.26131, -0.44510, 3.04681], [1.53227, -1.65915, 3.47756], [2.05714, -0.16621, 4.24969], [3.81076, -1.04569, 2.89498], [3.30030, 0.49587, 2.23296], [2.58491, -2.12484, 1.11364], [3.62032, -1.08195, 0.50660], [2.35405, -2.54655, -1.93500], [-0.47740, -0.20012, -3.99697], [0.39954, 1.37038, -3.47580], [1.05594, 2.23140, -5.01858], [-0.90783, 2.54038, -2.76350], [1.57423, 1.07926, -2.27359], [2.93465, 1.29230, -2.30266], [3.64987, 1.58916, -1.12245], [5.03675, 1.72270, -1.10659], [5.77420, 1.58583, -2.26492], [5.09458, 1.28875, -3.44698], [3.72624, 1.13127, -3.46683], [-1.31102, 0.01536, -4.67126], [-0.87159, -0.75481, -3.14107], [0.21844, -0.87234, -4.50452], [0.22585, 2.70344, -5.55121], [1.53188, 1.53273, -5.70964], [1.78449, 3.00938, -4.77967], [-1.55938, 2.93143, -3.54988], [-0.42746, 3.40064, -2.28726], [-1.56531, 2.07933, -2.02215], [3.11403, 1.75969, -0.19670], [5.53133, 1.95795, -0.17029], [6.85040, 1.69692, -2.25861], [5.65186, 1.15035, -4.36629], [3.23654, 0.83351, -4.38356], [-7.65140, -0.82019, 4.49632], [-7.16083, -0.51442, 3.16833], [-6.35409, 0.68583, 3.07100], [-8.12222, -0.69445, 2.09470], [-5.97408, -1.86213, 2.83467], [-6.29631, -3.09329, 3.23888], [-5.43106, -4.05479, 2.96517], [-4.23053, -3.82988, 2.30482], [-3.99951, -2.51997, 1.91850], [-4.86866, -1.54710, 2.16642], [-2.76384, -2.08948, 1.20981], [-1.55433, -2.76344, 1.33838], [-0.42586, -2.24280, 0.73509], [-0.44032, -1.13137, -0.00480], [-1.62057, -0.52556, -0.18307], [-2.79122, -0.95002, 0.41307], [-5.70245, -5.05716, 3.28370], [-3.54591, -4.63803, 2.08983], [-1.46796, -3.66390, 1.93091], [0.52786, -2.74615, 0.81822], [-1.62085, 0.34059, -0.83388], [-3.71302, -0.40056, 0.28381]], "nbo_charge": [0.97, -0.87, -0.22, -0.22, -0.63, -0.22, -0.22, -0.87, 0.41, 0.37, 0.19, 0.18, 0.21, 0.17, 0.39, 0.20, 0.17, 0.19, 0.19, 0.39, 0.39, -0.54, -1.13, 1.83, -1.13, -1.12, -1.29, 0.29, -0.35, -0.18, -0.28, -0.18, -0.27, 0.23, 0.23, 0.25, 0.23, 0.23, 0.24, 0.23, 0.22, 0.21, 0.20, 0.20, 0.20, 0.20, 0.21, -1.00, 2.39, -1.01, -1.00, 0.15, -0.41, 0.08, -0.31, 0.19, -0.44, 0.01, -0.24, 0.06, -0.54, 0.10, -0.23, 0.19, 0.21, 0.22, 0.21, 0.20, 0.27]}


# 2
{"formula": "C22H33N11O2PbS2", "method": "ωB97M-V with the def2-TZVPD basis set", "energy_ha": -2600.02882, "relative_energy_kcal_mol": 10.3, "e_homo_ev": -6.62, "symbols": ["Pb", "C", "C", "N", "N", "C", "N", "S", "C", "C", "C", "C", "C", "N", "H", "H", "H", "H", "H", "H", "H", "H", "H", "H", "N", "N", "C", "N", "N", "N", "O", "O", "H", "H", "H", "H", "H", "S", "C", "N", "C", "C", "C", "C", "C", "C", "C", "C", "N", "C", "C", "C", "C", "H", "H", "H", "H", "H", "H", "H", "H", "H", "H", "H", "H", "H", "H", "H", "H", "H", "H"], "positions_angstrom": [[-0.40093, -0.30677, 0.84138], [-3.18263, -4.10462, -0.35677], [-2.65794, -2.69975, -0.27703], [-2.54010, -2.02777, 0.79866], [-2.97722, -2.55171, 1.97402], [-2.73943, -1.97552, 3.18539], [-3.32405, -2.64167, 4.20560], [-1.84422, -0.59271, 3.48573], [-2.20893, -2.03185, -1.54031], [-2.44197, -2.61406, -2.77439], [-1.98122, -1.97907, -3.91883], [-1.29952, -0.78449, -3.80159], [-1.11112, -0.26134, -2.53109], [-1.55831, -0.86643, -1.43681], [-3.19287, -4.60715, 0.60695], [-4.19311, -4.12026, -0.76965], [-2.53596, -4.69204, -1.00676], [-3.44087, -3.44548, 1.96931], [-3.56088, -3.61702, 4.10691], [-3.04176, -2.34518, 5.12421], [-2.97336, -3.55242, -2.85510], [-2.14944, -2.42606, -4.88967], [-0.91526, -0.26390, -4.66830], [-0.57821, 0.67310, -2.37539], [1.93512, 0.22292, 2.16270], [2.90887, -0.79469, 2.12615], [2.44552, -2.12535, 1.81105], [3.59700, -2.96676, 1.74622], [1.63661, -2.01914, 0.63870], [1.38517, -3.11525, -0.04917], [1.77195, -4.24933, 0.31613], [0.67548, -2.97403, -1.06501], [2.29285, 1.01930, 1.64885], [1.68638, 0.49623, 3.10665], [3.49754, -0.80609, 2.94607], [3.98214, -3.14222, 2.66336], [3.34671, -3.83743, 1.30078], [-0.40249, -4.53649, 3.50751], [0.70704, -3.44692, 3.17173], [1.52090, -2.61176, 2.97005], [4.02101, 0.32208, -1.71480], [3.09225, 1.48536, -1.45819], [3.43767, 2.78489, -1.82286], [2.55382, 3.82530, -1.56455], [2.90677, 5.24072, -1.95551], [1.33239, 3.58072, -0.94312], [0.92464, 2.27981, -0.55852], [1.86849, 1.25320, -0.85268], [-0.25691, 1.93437, 0.06478], [-1.37655, 2.87116, 0.21353], [-1.86550, 3.41502, -1.14281], [-1.08201, 4.00884, 1.20891], [-2.55350, 2.08181, 0.79929], [4.90969, 0.63927, -2.26186], [3.51849, -0.45763, -2.29306], [4.33813, -0.13619, -0.77395], [4.38989, 2.98096, -2.30551], [3.90159, 5.29029, -2.39857], [2.88775, 5.90357, -1.08749], [2.19169, 5.63344, -2.68171], [0.70193, 4.43481, -0.74687], [1.64083, 0.21243, -0.61927], [-1.06494, 3.85177, -1.73604], [-2.63918, 4.17494, -0.99521], [-2.29878, 2.59228, -1.72070], [-0.34010, 4.71736, 0.84719], [-0.70637, 3.57546, 2.14020], [-1.99869, 4.56383, 1.43271], [-2.73959, 1.17029, 0.21445], [-3.46402, 2.68483, 0.77231], [-2.36834, 1.80618, 1.84168]], "mulliken_charge": [1.15, -1.94, 0.99, 0.28, -0.49, 0.41, -0.42, -0.42, 0.35, -0.85, -0.64, -1.12, -0.07, 0.49, 0.53, 0.35, 0.42, 0.18, 0.21, 0.26, 0.43, 0.41, 0.47, 0.44, -0.34, -0.37, 0.33, -0.66, -0.09, 0.65, -0.79, -0.65, 0.22, 0.24, 0.27, 0.26, 0.31, -0.46, 0.46, -0.29, -1.48, 0.06, -0.92, 0.12, -1.65, -0.73, 1.10, -0.28, 0.22, 1.47, -1.60, -1.58, -2.05, 0.40, 0.30, 0.27, 0.25, 0.38, 0.34, 0.31, 0.43, 0.67, 0.35, 0.47, 0.32, 0.31, 0.28, 0.48, 0.40, 0.55, 0.26]}


# 3
{"formula": "C22H33N13O2PPtSe", "method": "ωB97M-V with the def2-TZVPD basis set", "energy_ha": -4581.62013, "relative_energy_kcal_mol": 0.0, "total_charge": 3, "e_homo_ev": [-16.87, -16.87], "symbols": ["Pt", "C", "N", "C", "C", "N", "C", "P", "C", "N", "C", "C", "N", "C", "C", "N", "C", "C", "N", "C", "H", "H", "H", "H", "H", "H", "H", "H", "H", "H", "H", "H", "H", "H", "H", "C", "C", "C", "C", "N", "C", "N", "N", "N", "H", "H", "H", "H", "H", "H", "H", "H", "H", "H", "O", "N", "O", "C", "N", "C", "C", "N", "C", "C", "Se", "H", "H", "H", "H", "H", "H", "H", "H"], "positions_angstrom": [[-0.54707, 0.30964, -0.48666], [-4.30090, -3.02193, 1.69496], [-3.47372, -2.37472, 0.66759], [-3.67345, -2.50862, -0.67799], [-2.75811, -1.71561, -1.29894], [-2.00237, -1.10577, -0.33215], [-2.45970, -1.51401, 0.86099], [-1.88371, -0.93279, 2.49511], [-0.10321, -1.07123, 2.13029], [0.49438, -0.66808, 1.00646], [1.83146, -0.93819, 1.12150], [2.03732, -1.52107, 2.33622], [0.82047, -1.60017, 2.95389], [0.58535, -2.17700, 4.28544], [-2.05208, 0.83901, 2.10810], [-1.59114, 1.39444, 0.98873], [-1.97199, 2.70644, 0.97654], [-2.66690, 2.94621, 2.12591], [-2.71115, 1.77028, 2.82308], [-3.42085, 1.58649, 4.09477], [-4.57442, -4.01328, 1.34520], [-5.20096, -2.43557, 1.86650], [-3.73540, -3.11486, 2.61736], [-4.45028, -3.13645, -1.08081], [-2.60939, -1.53180, -2.34591], [2.54103, -0.72726, 0.34039], [2.93908, -1.88529, 2.79863], [1.54193, -2.49236, 4.69032], [-0.07016, -3.04085, 4.20818], [0.15025, -1.43061, 4.94527], [-1.75601, 3.36386, 0.15192], [-3.13583, 3.84412, 2.49205], [-3.21481, 2.43788, 4.73749], [-3.06951, 0.68109, 4.58137], [-4.49074, 1.51697, 3.91189], [4.58759, 2.62835, 1.52110], [4.59331, 3.72532, 0.46127], [5.19078, 3.23929, -0.85456], [3.20693, 4.34078, 0.26818], [2.23514, 3.36706, -0.27228], [1.52068, 2.44000, 0.34245], [0.85498, 1.78650, -0.59531], [1.17902, 2.33538, -1.78965], [2.00472, 3.27790, -1.59507], [5.60508, 2.30077, 1.72891], [4.03922, 1.74333, 1.17621], [4.15314, 2.96951, 2.46378], [5.19963, 4.55551, 0.83387], [4.63345, 2.38926, -1.25928], [6.21703, 2.90947, -0.70018], [5.20178, 4.02509, -1.60981], [3.22338, 5.15424, -0.45423], [2.79282, 4.70904, 1.20622], [1.48967, 2.26915, 1.40478], [-1.78096, 0.21262, -3.34064], [-2.02104, 1.28976, -2.90666], [-1.60008, 1.53222, -1.68618], [0.06752, -0.71204, -5.35401], [-0.21519, -1.89673, -4.53276], [-0.73944, -3.05226, -5.04710], [-0.82930, -3.94439, -4.03041], [-0.34480, -3.32339, -2.90815], [-0.20081, -3.97995, -1.61253], [0.01399, -2.06307, -3.21980], [0.93988, -0.84520, -2.11815], [0.72090, -1.00869, -6.17063], [0.55832, 0.03708, -4.74229], [-0.86710, -0.31639, -5.74083], [-0.99228, -3.14873, -6.08918], [-1.17223, -4.96459, -4.02003], [0.36522, -4.89963, -1.74031], [-1.18491, -4.20791, -1.20692], [0.33656, -3.31359, -0.94347]], "mulliken_charge": [0.99, -0.90, 0.18, -0.98, -0.56, 0.50, 0.34, -0.32, 0.02, 0.29, -0.77, -0.62, 0.12, -0.80, 0.16, -0.10, -0.63, -0.64, 0.07, -0.88, 0.37, 0.33, 0.40, 0.53, 0.65, 0.58, 0.51, 0.34, 0.34, 0.34, 0.55, 0.52, 0.37, 0.36, 0.34, -1.24, 0.74, -1.39, -1.18, 0.58, -0.47, 0.59, 0.04, -0.76, 0.44, 0.15, 0.36, 0.37, 0.22, 0.43, 0.38, 0.36, 0.46, 0.68, -0.15, 0.05, -0.43, -0.92, 0.25, -0.57, -0.51, 0.29, -0.76, 0.06, -0.03, 0.39, 0.28, 0.37, 0.54, 0.54, 0.40, 0.32, 0.12]}


These records have strongest force on any atom values of 0.7 0.6 0.1 eV Å⁻¹, in the order they appear.